Record 1
10
Properties=species:S:1:pos:R:3:forces:R:3:lowdin_charge:R:1 method="wB97M-V/def2-TZVPD" homo_energy_ev=-8.62 homo_lumo_gap_ev=8.89 fmax_ha_per_bohr=0.1267 charge=0
C 0.16721 0.25942 0.02176 -2.09 2.27 0.11 -0.67
C -1.24154 -0.15395 0.02324 -2.76 -1.70 0.01 -0.08
C -2.35273 -0.70323 -0.00685 1.31 1.56 -0.74 0.11
H 2.30409 0.91396 0.38896 0.96 -1.64 -0.88 -0.05
H 0.58440 -1.76650 -0.46463 1.68 3.94 3.14 0.25
H -0.25874 2.16593 0.18247 1.87 -1.63 -1.17 0.11
H -3.41631 -0.99105 -0.24479 1.94 0.37 0.67 0.06
N 0.99181 -0.77189 0.25237 -0.70 -5.37 -3.62 -0.43
N 0.56402 1.49643 -0.09131 -2.09 0.26 1.52 0.05
S 2.65778 -0.44913 -0.06122 -0.11 1.94 0.96 0.65



Record 2
10
Properties=species:S:1:pos:R:3:forces:R:3:lowdin_charge:R:1 method="wB97M-V/def2-TZVPD" homo_energy_ev=-9.38 homo_lumo_gap_ev=8.42 fmax_ha_per_bohr=0.1081 charge=0
C 1.86432 0.62456 1.80999 -2.16 -0.03 -5.12 -0.40
C 0.79619 -0.22961 -0.28379 1.67 0.80 -1.01 -0.50
C -1.88912 -0.02680 -0.45180 -0.88 -0.02 -0.05 -0.39
N 2.36655 0.41256 2.79417 2.03 -0.65 4.03 -0.09
N 1.46176 -0.48969 -1.26202 -0.77 0.77 2.11 0.18
S -0.52989 0.13393 0.68028 0.81 0.04 0.92 0.89
H -1.88182 0.91919 -1.09425 -0.50 -1.89 0.46 0.08
H -2.79824 -0.14618 0.21081 0.91 0.71 -0.70 0.06
H -1.78512 -1.04403 -0.85266 -0.23 0.73 -0.95 0.04
H 2.39537 -0.15392 -1.55075 -0.88 -0.45 0.32 0.13



> What is the charge in the first record?

0